{
  "formula": "C47H49F16N6O8P2",
  "method": "wB97M-V/def2-TZVPD",
  "molar_mass_da": 1191.86,
  "multiplicity": 1,
  "gap_ev": 5.777,
  "charge": 1,
  "symbols": ["C", "C", "C", "C", "C", "C", "C", "C", "O", "O", "C", "C", "C", "F", "F", "C", "F", "F", "C", "F", "F", "C", "F", "F", "F", "C", "P", "O", "O", "O", "C", "P", "O", "O", "N", "C", "F", "F", "C", "F", "F", "C", "C", "C", "O", "C", "F", "F", "F", "H", "H", "H", "H", "H", "H", "H", "H", "H", "H", "H", "H", "H", "H", "H", "H", "H", "H", "H", "H", "H", "H", "H", "H", "N", "C", "C", "C", "C", "C", "H", "H", "H", "H", "H", "N", "C", "C", "C", "C", "C", "H", "H", "H", "H", "H", "N", "C", "C", "C", "C", "C", "H", "H", "H", "H", "H", "N", "C", "C", "C", "C", "C", "H", "H", "H", "H", "H", "N", "C", "C", "C", "C", "C", "H", "H", "H", "H", "H"],
  "positions_angstrom": [[-2.0005, -3.9014, -3.0641], [-1.1826, -2.7836, -3.7456], [-1.9484, -1.4504, -3.7495], [-1.7252, -0.6625, -2.3888], [-3.0408, -0.5894, -1.5271], [-1.0778, 0.7071, -2.6248], [-1.8401, 1.6572, -3.3639], [-3.2275, 1.3115, -3.9130], [-3.2595, 0.8795, -5.0496], [-4.2737, 1.4652, -3.0907], [-5.5404, 1.7264, -3.7312], [-6.6300, 1.3511, -2.7091], [-7.1451, 2.5337, -1.9137], [-7.2522, 3.6485, -2.6766], [-6.3281, 2.8559, -0.8810], [-8.5703, 2.2782, -1.3339], [-9.4417, 1.8895, -2.2792], [-9.0087, 3.4806, -0.8954], [-8.6036, 1.3189, -0.0919], [-8.7253, 2.0581, 1.0211], [-7.4853, 0.5721, 0.0401], [-9.8127, 0.3394, -0.0854], [-10.9650, 1.0017, -0.1102], [-9.7367, -0.5437, -1.0832], [-9.7745, -0.3509, 1.0663], [-1.2715, 2.9002, -3.6330], [-2.1984, 4.2283, -4.6388], [-1.4685, 4.4316, -5.8779], [-2.3605, 5.6039, -3.7664], [-3.6988, 3.8307, -5.0043], [0.0057, 3.1763, -3.1859], [0.6037, 4.9041, -3.7709], [0.6896, 5.9335, -2.4913], [2.0396, 4.7986, -4.5182], [0.7122, 2.2857, -2.4612], [2.0574, 2.6092, -1.9920], [2.2337, 2.2713, -0.7048], [2.3295, 3.9158, -1.9926], [3.1581, 1.9087, -2.9061], [4.1150, 2.8128, -3.1640], [2.6038, 1.5592, -4.0788], [0.1883, 1.0516, -2.1937], [0.9838, -0.0097, -1.4604], [0.7345, -0.0067, 0.0818], [-0.4831, -0.5711, 0.4383], [1.8983, -0.7268, 0.7752], [1.6942, -0.6868, 2.0937], [3.0665, -0.1005, 0.5712], [1.9664, -2.0145, 0.3881], [-1.3008, -4.6586, -2.7000], [-2.6745, -4.3325, -3.8046], [-2.5378, -3.5453, -2.1806], [-0.9106, -3.0198, -4.7762], [-0.2489, -2.6673, -3.1809], [-3.0270, -1.5795, -3.8534], [-1.6003, -0.7943, -4.5503], [-1.0980, -1.3407, -1.8186], [-3.9194, -0.7259, -2.1551], [-3.0486, -1.3249, -0.7116], [-3.1375, 0.4097, -1.0903], [-5.7185, 1.1219, -4.6197], [-5.6138, 2.7665, -4.0332], [-7.4553, 0.9086, -3.2739], [-6.2592, 0.5503, -2.0687], [-2.1161, 5.4200, -2.8384], [-4.3104, 4.2036, -4.3501], [0.7474, 5.4930, -1.6319], [2.0387, 5.3771, -5.2907], [3.6570, 1.0824, -2.3917], [2.0573, 0.1607, -1.5392], [0.8305, -0.9932, -1.8988], [0.7307, 1.0092, 0.4825], [-0.3692, -1.5165, 0.6010], [5.8240, -3.6460, 3.7770], [6.6363, -2.5935, 3.6415], [6.3734, -1.5178, 2.8078], [5.2004, -1.5419, 2.0738], [4.3488, -2.6183, 2.1922], [4.7018, -3.6429, 3.0578], [7.5427, -2.6257, 4.2380], [7.0656, -0.6899, 2.7389], [4.9544, -0.7310, 1.4087], [3.4346, -2.6309, 1.6260], [4.0621, -4.5093, 3.1878], [-3.1081, -2.0780, 1.6674], [-2.1877, -2.5248, 2.5238], [-2.2482, -2.3460, 3.8947], [-3.3327, -1.6599, 4.4159], [-4.3026, -1.1860, 3.5484], [-4.1438, -1.4217, 2.1916], [-1.3557, -3.0565, 2.0697], [-1.4682, -2.7330, 4.5358], [-3.4205, -1.4972, 5.4823], [-5.1646, -0.6456, 3.9143], [-4.8821, -1.0706, 1.4778], [-2.1615, 5.4732, -0.2934], [-1.2271, 5.0651, 0.5656], [-1.2627, 5.2813, 1.9302], [-2.3415, 5.9771, 2.4490], [-3.3272, 6.4193, 1.5833], [-3.1921, 6.1425, 0.2319], [-0.3990, 4.5246, 0.1111], [-0.4688, 4.9177, 2.5677], [-2.4121, 6.1726, 3.5110], [-4.1851, 6.9674, 1.9460], [-3.9443, 6.4686, -0.4772], [6.2569, -6.6618, 7.9200], [6.7707, -6.1362, 9.0316], [7.3348, -4.8712, 9.0965], [7.3707, -4.1095, 7.9397], [6.8435, -4.6385, 6.7725], [6.3001, -5.9127, 6.8187], [6.7235, -6.7690, 9.9111], [7.7347, -4.4949, 10.0283], [7.8038, -3.1166, 7.9480], [6.8493, -4.0827, 5.8499], [5.8735, -6.3646, 5.9297], [10.2774, -2.6692, 0.4781], [10.1411, -2.6697, -0.8473], [9.0396, -3.1924, -1.5081], [8.0230, -3.7494, -0.7491], [8.1470, -3.7600, 0.6302], [9.2892, -3.2083, 1.1900], [10.9622, -2.2267, -1.4002], [8.9819, -3.1638, -2.5877], [7.1461, -4.1698, -1.2262], [7.3759, -4.1861, 1.2587], [9.4280, -3.1924, 2.2659]],
  "mulliken_charge": [-1.28, -0.52, -0.82, 0.85, -2.25, 0.05, 1.21, -0.84, -0.47, 0.19, -1.03, -0.99, 1.15, -0.36, -0.33, 0.52, -0.31, -0.30, 0.56, -0.28, -0.29, 0.61, -0.24, -0.24, -0.25, -0.04, 1.18, -0.73, -0.50, -0.47, 0.22, 0.33, -0.50, -0.46, 0.59, 0.05, -0.27, -0.39, 0.36, -0.28, -0.26, 0.94, -1.93, 0.37, -0.30, 0.42, -0.26, -0.21, -0.37, 0.41, 0.32, 0.31, 0.51, 0.07, 0.39, 0.49, 0.47, 0.41, 0.19, 0.53, 0.41, 0.28, 0.66, 0.39, 0.42, 0.34, 0.35, 0.40, 0.37, 0.08, 0.62, 0.36, 0.32, -0.32, -0.39, -0.75, 0.29, -0.08, -0.85, 0.40, 0.39, 0.50, 0.48, 0.35, -0.24, -0.22, -0.74, -0.21, -0.59, -0.33, 0.57, 0.40, 0.40, 0.39, 0.56, 0.01, 0.22, -1.01, -0.16, -0.78, -0.09, 0.16, 0.41, 0.41, 0.41, 0.43, -0.56, -0.26, -0.38, -0.28, 0.32, -0.35, 0.34, 0.37, 0.37, 0.08, 0.39, -0.56, -0.22, -0.33, -0.42, -0.12, -0.30, 0.36, 0.37, 0.40, 0.41, 0.42]
}

{
  "formula": "C47H50IrN6O3",
  "method": "wB97M-V/def2-TZVPD",
  "molar_mass_da": 939.17,
  "de_lowest_kcal_mol": 57.9,
  "multiplicity": 1,
  "gap_ev": 5.602,
  "charge": 1,
  "symbols": ["Ir", "C", "C", "N", "N", "C", "O", "C", "C", "C", "C", "C", "C", "C", "C", "C", "C", "C", "N", "H", "H", "H", "H", "H", "H", "H", "H", "H", "H", "H", "H", "C", "C", "C", "C", "C", "C", "C", "N", "C", "C", "C", "C", "C", "C", "C", "N", "C", "C", "C", "C", "H", "H", "H", "H", "H", "H", "H", "H", "H", "H", "H", "H", "H", "H", "H", "H", "H", "H", "H", "H", "H", "H", "H", "H", "C", "C", "C", "C", "C", "C", "N", "C", "C", "C", "C", "C", "C", "C", "O", "O", "C", "C", "H", "H", "H", "H", "H", "H", "H", "H", "H", "H", "H", "H", "H", "H"],
  "positions_angstrom": [[0.3132, -1.1353, -0.2286], [4.3565, -0.9544, 1.2654], [2.9249, -1.2363, 0.9743], [2.2363, -0.6171, 0.0736], [2.7156, 0.5032, -0.5335], [1.7187, 1.3815, -0.5847], [0.5332, 1.1415, -0.1762], [2.0075, 2.7188, -1.1516], [3.1934, 2.9679, -1.8378], [3.4248, 4.2207, -2.3811], [2.4813, 5.2293, -2.2320], [1.3031, 4.9854, -1.5391], [1.0626, 3.7307, -1.0020], [2.1014, -2.1099, 1.8188], [2.5799, -2.8478, 2.8916], [1.6848, -3.5714, 3.6603], [0.3379, -3.5623, 3.3242], [-0.0790, -2.8214, 2.2361], [0.7785, -2.0879, 1.5186], [4.7387, -0.2211, 0.5630], [4.9341, -1.8772, 1.1784], [4.4835, -0.5740, 2.2805], [3.9222, 2.1759, -1.9423], [4.3438, 4.4142, -2.9182], [2.6680, 6.2089, -2.6518], [0.5744, 5.7750, -1.4121], [0.1518, 3.5272, -0.4529], [3.6375, -2.8470, 3.1124], [2.0349, -4.1425, 4.5090], [-0.3940, -4.1149, 3.8945], [-1.1126, -2.8106, 1.9228], [0.7776, -7.6263, -2.8663], [0.9850, -6.3759, -3.7278], [2.3643, -6.4472, -4.4039], [-0.1068, -6.3319, -4.8015], [0.9634, -5.1190, -2.8739], [1.3622, -5.1230, -1.5384], [1.2997, -3.9742, -0.7847], [0.8923, -2.7971, -1.2766], [0.5746, -2.7505, -2.5912], [0.5870, -3.8825, -3.3865], [0.1513, -1.4335, -3.1011], [0.1823, -1.0890, -4.4413], [-0.2421, 0.1725, -4.8476], [-0.7485, 1.0070, -3.8499], [-0.7356, 0.6137, -2.5310], [-0.2411, -0.5671, -2.1540], [-0.1260, 0.6596, -6.2827], [-1.4250, 1.3562, -6.7110], [1.0363, 1.6657, -6.3284], [0.1627, -0.4848, -7.2544], [0.6408, -8.4915, -3.5143], [-0.1080, -7.5371, -2.2351], [1.6390, -7.8356, -2.2313], [2.4425, -7.3686, -4.9822], [3.1673, -6.4405, -3.6651], [2.5155, -5.6058, -5.0822], [-0.0924, -7.2646, -5.3650], [0.0471, -5.5258, -5.5194], [-1.0983, -6.2198, -4.3597], [1.6991, -6.0278, -1.0550], [1.5979, -3.9985, 0.2536], [0.2655, -3.7848, -4.4113], [0.5481, -1.8079, -5.1569], [-1.1345, 1.9883, -4.0832], [-1.1148, 1.2421, -1.7380], [-1.5891, 2.2878, -6.1704], [-2.2921, 0.7120, -6.5572], [-1.3706, 1.6025, -7.7715], [0.8810, 2.4842, -5.6242], [1.1166, 2.0887, -7.3306], [1.9837, 1.1823, -6.0836], [-0.6201, -1.2457, -7.2252], [1.1247, -0.9600, -7.0539], [0.2052, -0.0921, -8.2700], [0.4516, 5.4533, 1.9446], [-0.7962, 4.6324, 2.1195], [-2.0237, 5.2656, 2.2749], [-3.1780, 4.5228, 2.4620], [-3.1205, 3.1422, 2.4708], [-1.8982, 2.4926, 2.3121], [-1.8215, 1.0832, 2.2622], [-2.7837, 0.2178, 2.7625], [-3.3341, 0.4524, 4.0327], [-4.2453, -0.4185, 4.5898], [-4.6395, -1.5681, 3.9056], [-4.1029, -1.8139, 2.6601], [-3.1797, -0.9409, 2.0743], [-2.6201, -1.3474, 0.7519], [-3.0814, -2.2485, 0.0798], [-1.5545, -0.6540, 0.3982], [-0.7197, 3.2349, 2.1565], [0.6310, 2.5737, 2.0890], [0.2101, 6.5125, 1.8746], [0.9979, 5.1693, 1.0421], [1.1363, 5.3200, 2.7855], [-2.0712, 6.3471, 2.2519], [-4.1319, 5.0196, 2.5823], [-4.0280, 2.5630, 2.5755], [-1.3360, 0.7239, 1.4511], [-3.0194, 1.3341, 4.5749], [-4.6440, -0.2090, 5.5743], [-5.3570, -2.2506, 4.3395], [-4.3928, -2.6860, 2.0899], [0.5616, 1.4880, 2.1040], [1.2400, 2.8816, 2.9433], [1.1764, 2.8637, 1.1881]],
  "mulliken_charge": [2.08, -1.88, 0.81, 0.96, -1.59, 0.41, -1.52, 1.10, -0.55, -0.89, -0.54, -1.16, -0.63, 0.84, -0.77, -0.67, -1.05, -0.25, 0.41, 0.43, 0.43, 0.38, 0.51, 0.45, 0.45, 0.50, 0.98, 0.57, 0.46, 0.55, 0.57, -1.82, 2.07, -1.58, -1.81, 0.80, -1.09, -0.28, 0.18, 0.03, -0.56, 0.13, -0.62, 0.58, -0.99, -0.73, -0.20, 2.14, -1.70, -1.59, -2.08, 0.45, 0.41, 0.36, 0.41, 0.39, 0.37, 0.47, 0.39, 0.41, 0.36, 0.35, 0.35, 0.43, 0.36, 0.66, 0.34, 0.39, 0.47, 0.39, 0.43, 0.36, 0.45, 0.37, 0.45, -1.30, 1.38, -1.17, -1.02, -0.36, 0.14, 0.08, 0.50, -0.07, -0.60, -0.73, -1.00, 0.42, -0.25, -0.74, -0.40, 0.45, -1.21, 0.37, 0.10, 0.29, 0.39, 0.40, 0.56, 0.04, 0.56, 0.42, 0.43, 0.51, 0.01, 0.60, 0.14]
}

Number 1: largest force on an atom 3.82 eV Å⁻¹. Number 2: largest force on an atom 1.36 eV Å⁻¹.